{
  "formula": "C37H91BrNO15S2",
  "method": "wB97M-V/def2-TZVPD",
  "energy_ev": -163762.4420,
  "homo_energy_ev": -6.67,
  "orbital_gap_ev": 8.74,
  "total_charge": -1,
  "species": ["C", "C", "O", "O", "C", "C", "C", "C", "C", "S", "O", "O", "N", "S", "O", "O", "C", "C", "C", "Br", "H", "H", "H", "H", "H", "H", "H", "H", "H", "H", "H", "H", "H", "H", "H", "H", "H", "H", "H", "C", "C", "C", "O", "H", "H", "H", "H", "H", "H", "H", "H", "C", "C", "C", "O", "H", "H", "H", "H", "H", "H", "H", "H", "C", "C", "C", "O", "H", "H", "H", "H", "H", "H", "H", "H", "C", "C", "C", "O", "H", "H", "H", "H", "H", "H", "H", "H", "C", "C", "C", "O", "H", "H", "H", "H", "H", "H", "H", "H", "C", "C", "C", "O", "H", "H", "H", "H", "H", "H", "H", "H", "C", "C", "C", "O", "H", "H", "H", "H", "H", "H", "H", "H", "C", "C", "C", "O", "H", "H", "H", "H", "H", "H", "H", "H", "C", "C", "C", "O", "H", "H", "H", "H", "H", "H", "H", "H"],
  "xyz": [[1.6099, 1.1331, -2.6805], [1.3073, 1.0043, -4.1376], [1.8579, 1.6773, -5.0140], [0.3622, 0.0656, -4.4988], [-0.9707, 0.4651, -4.1390], [-1.9278, -0.6999, -4.2007], [-1.4835, -1.9564, -3.4640], [-0.7189, -1.7130, -2.1741], [-1.6513, -1.4309, -1.0004], [-0.7878, -0.6228, 0.3292], [0.3704, -1.4685, 0.5402], [-1.6316, -0.5801, 1.4982], [-0.2231, 0.7980, -0.1602], [-1.1285, 2.1096, 0.0333], [-0.3967, 3.1874, -0.6046], [-1.4986, 2.3957, 1.3923], [-2.6979, 1.9356, -0.8549], [-3.0433, 3.1806, -1.6870], [-3.1739, 2.8661, -3.1574], [-4.7414, 3.9416, -1.0377], [1.6973, 0.1797, -2.1794], [0.7964, 1.6751, -2.2094], [2.5132, 1.6878, -2.4948], [-0.9980, 0.9720, -3.1810], [-1.2903, 1.1895, -4.8862], [-2.0230, -0.9496, -5.2498], [-2.9025, -0.3482, -3.8780], [-2.3617, -2.5422, -3.2061], [-0.8875, -2.5669, -4.1292], [0.0554, -0.9662, -2.2615], [-0.1997, -2.6288, -1.9217], [-1.9283, -2.3834, -0.5690], [-2.5529, -0.9008, -1.2797], [-3.4576, 1.7930, -0.1053], [-2.6726, 1.0643, -1.4916], [-2.3207, 3.9622, -1.5478], [-2.1985, 2.8127, -3.6253], [-3.6636, 1.9121, -3.3224], [-3.7633, 3.6065, -3.6826], [-1.4658, -3.2705, 4.8548], [0.0022, -3.5411, 4.5486], [0.9048, -2.5108, 5.2091], [0.2141, -3.5270, 3.1452], [-1.7577, -2.2899, 4.4720], [-2.1014, -4.0118, 4.3665], [-1.6610, -3.2972, 5.9305], [0.2684, -4.5438, 4.8960], [0.6729, -1.5119, 4.8293], [1.9513, -2.7080, 4.9832], [0.7814, -2.5079, 6.2952], [-0.0138, -2.6442, 2.8180], [5.6343, 4.5510, -1.4267], [4.2703, 4.6718, -2.0926], [3.7164, 6.0840, -1.9666], [3.3606, 3.7372, -1.5262], [5.5571, 4.7706, -0.3583], [6.0167, 3.5349, -1.5240], [6.3562, 5.2398, -1.8695], [4.3546, 4.4060, -3.1471], [3.5827, 6.3480, -0.9139], [2.7403, 6.1533, -2.4465], [4.3845, 6.8161, -2.4245], [3.2568, 3.9444, -0.5920], [-0.9261, -7.4637, 3.3448], [-0.0946, -7.7062, 2.0946], [1.3239, -7.1872, 2.2629], [-0.7102, -7.0837, 0.9695], [-0.9990, -6.3923, 3.5529], [-1.9414, -7.8387, 3.2093], [-0.4865, -7.9562, 4.2150], [-0.0712, -8.7754, 1.8762], [1.3134, -6.1069, 2.4335], [1.9072, -7.3665, 1.3593], [1.8270, -7.6690, 3.1039], [-0.7351, -6.1351, 1.1416], [-1.2883, 7.8099, -0.2683], [-2.2378, 6.7877, 0.3435], [-2.2123, 6.8453, 1.8641], [-1.9050, 5.4810, -0.0974], [-0.2598, 7.6064, 0.0416], [-1.3178, 7.7533, -1.3570], [-1.5466, 8.8267, 0.0358], [-3.2529, 6.9762, -0.0109], [-1.2116, 6.6116, 2.2369], [-2.8950, 6.1059, 2.2821], [-2.4972, 7.8345, 2.2303], [-1.0144, 5.2577, 0.2018], [5.3798, 0.5077, 6.3907], [4.7303, -0.6209, 5.6086], [3.9840, -0.0892, 4.3932], [3.8378, -1.3412, 6.4572], [4.6071, 1.1914, 6.7475], [5.9057, 0.1227, 7.2659], [6.0890, 1.0688, 5.7787], [5.4866, -1.3375, 5.2847], [3.1894, 0.5946, 4.7038], [3.5127, -0.9026, 3.8421], [4.6536, 0.4448, 3.7174], [3.1609, -0.7262, 6.7618], [0.1007, 2.6320, 8.1116], [1.6026, 2.8321, 8.2470], [1.9950, 4.2801, 7.9948], [2.2959, 1.9722, 7.3428], [-0.2286, 2.8808, 7.0997], [-0.1639, 1.5902, 8.2926], [-0.4475, 3.2587, 8.8166], [1.9225, 2.5357, 9.2466], [1.7215, 4.5775, 6.9793], [3.0735, 4.4066, 8.0931], [1.4992, 4.9526, 8.6964], [2.0311, 2.2119, 6.4481], [0.9826, -0.5508, -8.9541], [-0.3928, -0.1920, -8.4081], [-0.5752, 1.3152, -8.3137], [-0.5752, -0.7822, -7.1247], [1.7657, -0.1723, -8.2921], [1.0989, -1.6340, -9.0113], [1.1373, -0.1296, -9.9499], [-1.1636, -0.6117, -9.0552], [0.1646, 1.7443, -7.6315], [-1.5631, 1.5546, -7.9187], [-0.4675, 1.7899, -9.2908], [0.0979, -0.4174, -6.5320], [-3.4538, 0.3264, -12.8590], [-2.9975, -0.5510, -11.7024], [-3.6766, -1.9120, -11.7368], [-3.2587, 0.0971, -10.4601], [-4.5310, 0.5047, -12.7998], [-2.9595, 1.2972, -12.8195], [-3.2336, -0.1384, -13.8212], [-1.9155, -0.6822, -11.7491], [-4.7603, -1.7995, -11.6444], [-3.3400, -2.5271, -10.9023], [-3.4626, -2.4395, -12.6677], [-4.2087, 0.2278, -10.3864], [0.2544, -5.5135, 7.9842], [-0.6145, -6.6998, 7.5982], [-2.0918, -6.3402, 7.6239], [-0.3621, -7.8030, 8.4727], [0.0310, -5.1837, 9.0031], [1.3094, -5.7864, 7.9577], [0.0960, -4.6730, 7.3078], [-0.3422, -7.0401, 6.5987], [-2.3932, -6.0386, 8.6314], [-2.6996, -7.2013, 7.3445], [-2.3117, -5.5211, 6.9378], [-0.5956, -7.5251, 9.3629]],
  "mulliken_charge": [-0.445, 0.598, -0.656, -0.371, 0.120, -0.735, -1.340, 0.467, -1.233, 1.097, -0.798, -0.733, -0.213, 1.145, -0.805, -0.741, -0.418, 0.557, -1.356, -0.226, 0.366, -0.339, 0.320, -0.235, 0.699, 0.536, 0.336, 0.385, 0.418, -0.544, 0.463, 0.507, 0.696, 0.883, -0.714, 0.129, 0.164, 0.285, 0.636, -1.406, 0.934, -1.624, -0.448, 0.340, 0.319, 0.338, 0.335, 0.376, 0.278, 0.357, 0.166, -1.367, 0.507, -1.381, -0.413, 0.333, 0.333, 0.396, 0.303, 0.346, 0.319, 0.398, 0.253, -0.654, 0.314, -0.997, -0.569, -0.157, 0.343, 0.310, 0.320, 0.105, 0.322, 0.356, 0.341, -1.378, 0.404, -1.372, -0.274, 0.303, 0.327, 0.416, 0.304, 0.333, 0.321, 0.420, 0.170, -1.029, 0.390, -0.971, -0.529, 0.114, 0.296, 0.387, 0.290, 0.071, 0.257, 0.429, 0.327, -1.256, 0.318, -1.285, -0.424, 0.330, 0.316, 0.393, 0.255, 0.333, 0.326, 0.388, 0.281, -1.433, 0.860, -1.319, -0.433, 0.353, 0.347, 0.407, -0.059, 0.350, 0.256, 0.443, 0.282, -1.415, 0.591, -1.311, -0.502, 0.354, 0.343, 0.371, 0.260, 0.333, 0.328, 0.381, 0.308, -0.999, 0.769, -1.177, -0.581, 0.419, 0.337, 0.022, -0.094, 0.385, 0.324, 0.243, 0.350]
}

***

{
  "formula": "C6Cl4N3O2",
  "method": "wB97M-V/def2-TZVPD",
  "energy_ev": -64874.6465,
  "homo_energy_ev": -3.06,
  "orbital_gap_ev": 3.15,
  "total_charge": -1,
  "species": ["Cl", "C", "C", "Cl", "C", "O", "C", "O", "C", "Cl", "C", "Cl", "N", "N", "N"],
  "xyz": [[2.1216, -0.6437, 3.0036], [1.0107, -0.7909, 1.6929], [0.4636, 0.3331, 1.1369], [0.8796, 1.9002, 1.7138], [-0.4782, 0.2438, 0.0645], [-0.9923, 1.2400, -0.4111], [-0.8173, -1.1013, -0.4498], [-1.5923, -1.2352, -1.3793], [-0.2099, -2.2324, 0.1804], [-0.6261, -3.7977, -0.4010], [0.6688, -2.0767, 1.2172], [1.3712, -3.4657, 1.9597], [0.1979, 3.0283, -2.6111], [-0.6024, 3.8734, -2.7746], [-1.3950, 4.7249, -2.9421]],
  "nbo_charge": [0.050, -0.092, -0.112, 0.082, 0.386, -0.384, 0.368, -0.450, -0.139, 0.051, -0.052, 0.058, -0.459, 0.152, -0.459]
}

***

{
  "formula": "C20H27NO2",
  "method": "wB97M-V/def2-TZVPD",
  "energy_ev": -26764.2499,
  "relative_energy_kj_mol": 21.24,
  "homo_energy_ev": -8.58,
  "smiles": "CCCCCCCNC=C1C(=O)CC(c2ccccc2)CC1=O",
  "orbital_gap_ev": 9.29,
  "species": ["C", "C", "C", "C", "C", "C", "C", "N", "C", "C", "C", "O", "C", "C", "C", "C", "C", "C", "C", "C", "C", "C", "O", "H", "H", "H", "H", "H", "H", "H", "H", "H", "H", "H", "H", "H", "H", "H", "H", "H", "H", "H", "H", "H", "H", "H", "H", "H", "H", "H"],
  "xyz": [[-8.9637, -0.5397, -0.1947], [-7.5010, -0.7721, -0.5521], [-6.5595, -0.1075, 0.4495], [-5.0914, -0.3425, 0.1011], [-4.1581, 0.3312, 1.1053], [-2.6823, 0.0072, 0.8767], [-2.1284, 0.6292, -0.4104], [-0.7313, 0.3318, -0.5636], [0.2548, 1.1716, -0.3484], [1.6006, 0.8384, -0.4058], [2.0007, -0.5234, -0.6726], [1.1876, -1.4254, -0.8785], [3.4815, -0.8207, -0.7018], [4.2727, 0.1126, 0.2136], [5.7432, -0.2227, 0.2032], [6.4900, -0.1534, -0.9672], [7.8372, -0.4645, -0.9661], [8.4620, -0.8512, 0.2074], [7.7293, -0.9238, 1.3787], [6.3810, -0.6116, 1.3739], [4.0214, 1.5546, -0.2249], [2.5523, 1.9188, -0.1708], [2.1974, 3.0644, 0.0459], [-9.1892, 0.5245, -0.1835], [-9.6163, -1.0213, -0.9190], [-9.1848, -0.9460, 0.7899], [-7.3000, -1.8456, -0.5777], [-7.3042, -0.3753, -1.5507], [-6.7617, -0.5010, 1.4484], [-6.7576, 0.9667, 0.4721], [-4.9023, 0.0432, -0.9024], [-4.8928, -1.4167, 0.0888], [-4.3025, 1.4132, 1.0670], [-4.4300, -0.0006, 2.1097], [-2.0976, 0.3852, 1.7185], [-2.5473, -1.0756, 0.8360], [-2.2590, 1.7146, -0.3829], [-2.6638, 0.2313, -1.2765], [-0.4301, -0.6335, -0.7448], [0.0064, 2.2048, -0.1249], [3.6321, -1.8675, -0.4286], [3.8168, -0.7031, -1.7367], [3.8972, -0.0072, 1.2368], [6.0200, 0.1467, -1.8927], [8.4024, -0.4050, -1.8849], [9.5142, -1.0942, 0.2079], [8.2078, -1.2242, 2.2994], [5.8156, -0.6706, 2.2935], [4.5772, 2.2598, 0.3962], [4.3534, 1.6965, -1.2575]],
  "nbo_charge": [-0.600, -0.388, -0.387, -0.393, -0.391, -0.396, -0.213, -0.523, 0.222, -0.452, 0.568, -0.635, -0.478, -0.255, 0.076, -0.237, -0.204, -0.219, -0.205, -0.228, -0.496, 0.587, -0.597, 0.200, 0.209, 0.201, 0.194, 0.193, 0.193, 0.193, 0.191, 0.196, 0.196, 0.207, 0.209, 0.202, 0.199, 0.203, 0.449, 0.223, 0.237, 0.225, 0.210, 0.205, 0.212, 0.213, 0.213, 0.208, 0.239, 0.224]
}

***

{
  "formula": "C3H7N2",
  "method": "wB97M-V/def2-TZVPD",
  "energy_ev": -6194.4521,
  "relative_energy_kj_mol": 295.18,
  "homo_energy_ev": -14.28,
  "smiles": "NC[C@H]1C=[NH+]1",
  "orbital_gap_ev": 9.19,
  "total_charge": 1,
  "species": ["N", "C", "C", "C", "N", "H", "H", "H", "H", "H", "H", "H"],
  "xyz": [[1.0515, -0.6458, 0.6129], [0.1429, -0.6398, -0.5110], [-1.0223, 0.2260, -0.0916], [-0.6054, 1.3843, 0.7453], [-0.8049, 1.5822, -0.4636], [0.7202, -0.9671, 1.5415], [1.7825, -1.2751, 0.3367], [-0.0635, -1.6143, -0.8818], [0.4430, -0.1324, -1.4343], [-1.9553, -0.0993, -0.0063], [-0.2157, 1.8211, 1.6283], [-0.6005, 2.1950, -1.2735]],
  "nbo_charge": [-0.835, -0.253, -0.021, 0.309, -0.392, 0.392, 0.391, 0.222, 0.206, 0.225, 0.280, 0.475]
}

***

One value per record, in order, for LUMO energy: 2.1 0.1 0.7 -5.1 eV.